## i
Entry from OMol25: one molecule with the formula C8H7BrN2O3 (the ωB97M-V functional and the def2-TZVPD basis).

Computed properties:
- E_LUMO (eV) = 0.15
- Kohn-Sham gap (Eh) = 0.37343
- structure (SMILES) = C#CCNC(=O)[C@@](O)(Br)NC(=O)C#C
- molar mass (g mol⁻¹) = 259.059

Each line ends with the Mulliken charge.
Geometry (Å):
C -2.369 2.758 -1.455  0.245
C -1.701 1.890 -1.802  -0.734
C -0.785 0.787 -2.161  -0.626
N 0.132 0.632 -1.109  0.025
C 0.212 -0.519 -0.469  0.310
O -0.443 -1.514 -0.631  -0.620
C 1.426 -0.476 0.595  0.134
O 2.613 -0.250 -0.172  -0.548
Br 1.424 1.303 1.631  -0.176
N 1.438 -1.593 1.468  -0.092
C 0.387 -2.102 2.216  0.234
O 0.493 -3.124 2.776  -0.533
C -0.739 -1.155 2.153  -0.264
C -1.319 -0.101 1.954  0.042
H -2.977 3.600 -1.260  0.449
H -0.261 0.910 -3.123  0.391
H -1.491 -0.142 -2.217  0.284
H 0.918 1.218 -1.107  0.282
H 2.638 -1.006 -0.841  0.382
H 2.331 -1.824 1.854  0.311
H -1.927 0.706 1.701  0.505



## ii
Entry from OMol25: one molecule with the formula C8H7BrN2O3 (the ωB97M-V functional and the def2-TZVPD basis).

Computed properties:
- E_LUMO (eV) = -0.31
- Kohn-Sham gap (Eh) = 0.35334
- structure (SMILES) = NC(=O)[C@@](Br)(c1ccccc1)[N+](=O)[O-]
- molar mass (g mol⁻¹) = 259.059

Each line ends with the Mulliken charge.
Geometry (Å):
N -1.283 0.692 2.589  -0.330
C -2.164 1.082 1.626  0.147
O -3.362 1.067 1.607  -0.557
C -1.420 1.694 0.450  0.342
Br -0.675 3.449 1.287  -0.049
C -0.433 0.821 -0.233  0.158
C -0.767 -0.546 -0.280  -0.084
C 0.017 -1.460 -1.017  -0.770
C 1.077 -1.012 -1.806  -0.401
C 1.425 0.312 -1.665  -0.625
C 0.602 1.252 -1.042  -0.341
N -2.492 2.056 -0.495  1.058
O -2.963 1.114 -1.128  -0.544
O -2.814 3.194 -0.575  -0.592
H -0.294 0.382 2.216  0.315
H -1.577 0.184 3.412  0.262
H -1.488 -0.790 0.439  0.516
H -0.318 -2.436 -1.229  0.389
H 1.774 -1.707 -2.181  0.426
H 2.153 0.651 -2.463  0.279
H 0.846 2.298 -1.046  0.402



Most stable: ii. Least stable: i.



## i
Entry from OMol25: one molecule with the formula C15H16N4O2 (the ωB97M-V functional and the def2-TZVPD basis).

Computed properties:
- E_LUMO (eV) = 0.55
- Kohn-Sham gap (Eh) = 0.32947
- structure (SMILES) = CCc1nc2ccccc2n1CC(=O)Nc1cc(C)on1
- molar mass (g mol⁻¹) = 284.319

Each line ends with the Mulliken charge.
Geometry (Å):
C -1.278 1.560 -3.276  -1.528
C -0.539 0.553 -2.403  0.048
C 0.545 1.210 -1.621  0.531
N 0.771 2.488 -1.598  -0.766
C 1.839 2.672 -0.756  0.245
C 2.493 3.836 -0.374  -0.623
C 3.553 3.716 0.501  -0.443
C 3.959 2.475 0.993  -0.681
C 3.323 1.306 0.625  -0.877
C 2.262 1.420 -0.256  1.036
N 1.426 0.494 -0.840  0.263
C 1.439 -0.924 -0.614  -1.244
C 0.387 -1.297 0.441  0.785
O 0.468 -0.938 1.589  -0.641
N -0.644 -2.039 -0.056  -0.111
C -1.734 -2.487 0.665  0.418
C -2.061 -2.287 2.029  -0.090
C -3.245 -2.956 2.169  0.167
C -4.142 -3.166 3.331  -1.136
O -3.589 -3.502 0.993  -0.116
N -2.651 -3.210 0.061  -0.698
H -2.075 1.067 -3.828  0.449
H -0.590 2.023 -3.977  0.341
H -1.702 2.344 -2.656  0.335
H -0.107 -0.234 -3.030  0.282
H -1.243 0.080 -1.710  0.107
H 2.173 4.793 -0.754  0.440
H 4.083 4.602 0.819  0.376
H 4.790 2.429 1.682  0.384
H 3.637 0.352 1.023  0.318
H 1.271 -1.456 -1.555  0.369
H 2.423 -1.196 -0.219  0.389
H -0.654 -2.327 -1.025  0.273
H -1.500 -1.740 2.754  0.490
H -4.334 -2.221 3.833  0.306
H -5.079 -3.598 2.991  0.337
H -3.678 -3.844 4.046  0.265



## ii
Entry from OMol25: one molecule with the formula C15H16N4O2 (the ωB97M-V functional and the def2-TZVPD basis).

Computed properties:
- E_LUMO (eV) = -0.16
- Kohn-Sham gap (Eh) = 0.32423
- structure (SMILES) = CC[C@H](C(=O)NNC(=O)c1cnccn1)c1ccccc1
- molar mass (g mol⁻¹) = 284.319

Each line ends with the Mulliken charge.
Geometry (Å):
C 1.044 4.538 0.440  -1.289
C 2.096 3.480 0.136  -0.555
C 1.487 2.272 -0.588  0.311
C 0.618 1.462 0.362  -0.001
O 0.752 1.400 1.566  -0.683
N -0.349 0.759 -0.278  -0.508
N -1.166 -0.119 0.419  -0.175
C -2.015 -0.933 -0.234  0.133
O -2.130 -0.931 -1.449  -0.738
C -2.796 -1.814 0.678  0.830
C -3.742 -2.706 0.174  -0.249
N -4.442 -3.494 0.971  -0.592
C -4.208 -3.403 2.271  -0.176
C -3.265 -2.515 2.780  -0.208
N -2.563 -1.725 1.988  -0.408
C 2.557 1.345 -1.117  0.142
C 2.720 1.159 -2.483  -0.335
C 3.709 0.318 -2.965  -0.591
C 4.541 -0.351 -2.084  -0.367
C 4.380 -0.175 -0.720  -0.751
C 3.394 0.667 -0.239  -0.180
H 1.498 5.387 0.945  0.397
H 0.576 4.895 -0.476  0.329
H 0.273 4.127 1.088  0.306
H 2.883 3.906 -0.491  0.449
H 2.546 3.140 1.068  0.250
H 0.872 2.625 -1.422  0.691
H -0.458 0.681 -1.282  0.400
H -1.033 -0.137 1.424  0.482
H -3.928 -2.775 -0.889  0.438
H -4.787 -4.053 2.911  0.382
H -3.065 -2.431 3.839  0.418
H 2.074 1.679 -3.178  0.342
H 3.827 0.184 -4.030  0.382
H 5.311 -1.007 -2.460  0.387
H 5.024 -0.697 -0.028  0.376
H 3.264 0.795 0.825  0.360



Most stable: ii. Least stable: i.



## i
Entry from OMol25: C50H41N9O3S3Ti as an isolated structure (the ωB97M-V functional and the def2-TZVPD basis).

Computed properties:
- E_LUMO (spin up / spin down) (eV) = -0.78 / -0.83
- spin multiplicity = 3
- Kohn-Sham gap (spin up / spin down) (Eh) = 0.18571 / 0.24562
- molar mass (g mol⁻¹) = 960.006

Each line ends with the Mulliken charge.
Geometry (Å):
Ti -0.887 0.651 -0.089  -0.869
O -3.472 5.020 4.472  -0.729
C -4.029 3.962 4.147  0.285
O -5.158 3.509 4.377  -0.723
C -3.137 3.023 3.290  -1.207
C -1.858 3.424 2.912  -1.106
C -1.100 2.580 2.123  0.255
N -1.563 1.388 1.736  1.030
C -2.795 0.995 2.078  0.993
C -3.612 1.789 2.857  -0.976
C -3.134 -0.359 1.552  -0.040
C -4.288 -1.046 1.892  -0.691
C -4.423 -2.359 1.471  -0.955
C -3.393 -2.948 0.748  -1.340
C -2.289 -2.179 0.418  -0.789
N -2.173 -0.905 0.786  1.462
C 0.220 2.943 1.529  1.033
C 1.005 3.958 2.053  -0.669
C 2.208 4.261 1.434  -1.403
C 2.579 3.550 0.304  -1.711
C 1.743 2.544 -0.156  -0.297
N 0.599 2.224 0.448  1.962
H -1.531 4.404 3.229  0.660
H -4.619 1.516 3.143  0.770
H -5.050 -0.565 2.486  0.591
H -5.315 -2.919 1.716  0.468
H -3.446 -3.976 0.420  0.622
H -1.473 -2.583 -0.170  1.016
H 0.671 4.496 2.929  0.567
H 2.842 5.043 1.829  0.453
H 3.492 3.766 -0.232  0.625
H 1.993 1.981 -1.047  0.572
N -4.839 1.898 -1.831  -0.505
C -3.551 1.499 -1.608  0.372
S -2.504 2.563 -0.727  -0.647
N -3.213 0.326 -2.057  -1.656
N -1.913 -0.002 -1.740  2.205
C -1.399 -1.040 -2.397  0.670
C -2.157 -1.870 -3.363  -0.460
C -3.392 -2.427 -3.029  -0.341
C -4.072 -3.227 -3.930  -1.011
C -3.544 -3.473 -5.192  -0.504
C -2.332 -2.903 -5.546  -1.040
C -1.648 -2.108 -4.638  0.116
C -0.037 -1.325 -2.072  -0.187
C 0.715 -2.378 -2.641  -0.986
C 2.044 -2.497 -2.355  -1.275
C 2.634 -1.603 -1.441  -1.291
C 1.836 -0.672 -0.842  0.043
N 0.531 -0.489 -1.142  1.912
H -5.055 2.870 -1.698  0.269
H -5.349 1.397 -2.540  0.243
H -3.825 -2.212 -2.062  0.528
H -5.027 -3.652 -3.651  0.422
H -4.082 -4.093 -5.896  0.389
H -1.921 -3.066 -6.533  0.427
H -0.714 -1.646 -4.934  0.484
H 0.226 -3.080 -3.299  0.806
H 2.631 -3.285 -2.810  0.485
H 3.676 -1.675 -1.167  0.548
H 2.228 -0.049 -0.049  -0.070
N -0.282 4.949 -1.902  -0.179
C 0.509 4.140 -2.639  0.458
N 0.208 2.921 -2.924  -0.255
C 1.218 2.348 -3.685  -1.121
C 1.185 1.057 -4.204  0.200
C 2.270 0.594 -4.923  -0.284
C 3.388 1.402 -5.143  -0.699
C 3.427 2.697 -4.654  -0.542
C 2.336 3.157 -3.930  0.967
S 2.070 4.728 -3.220  -0.307
H -1.194 4.593 -1.648  0.123
H -0.062 5.919 -1.775  0.225
H 0.306 0.450 -4.037  0.296
H 2.251 -0.411 -5.326  0.424
H 4.227 1.019 -5.708  0.398
H 4.286 3.329 -4.830  0.427
O 0.508 -0.520 1.657  -0.511
S -0.037 -0.774 3.043  0.780
C 0.626 -2.391 3.617  -1.293
C 1.255 -3.204 2.528  0.167
C 0.486 -4.085 1.777  -0.154
C 1.072 -4.867 0.793  -0.759
C 2.437 -4.777 0.562  -0.433
C 3.207 -3.893 1.302  -0.815
C 2.618 -3.100 2.275  0.224
C 0.895 0.347 4.140  -1.212
C 2.380 0.224 4.007  -0.351
C 3.137 -0.423 4.980  -0.197
C 4.504 -0.596 4.812  -0.756
C 5.127 -0.125 3.666  -0.678
C 4.382 0.541 2.701  -0.948
C 3.019 0.718 2.872  0.795
H -0.243 -2.899 4.034  0.668
H 1.342 -2.193 4.410  0.490
H -0.576 -4.170 1.975  0.455
H 0.467 -5.555 0.218  0.409
H 2.899 -5.396 -0.196  0.433
H 4.271 -3.818 1.124  0.449
H 3.219 -2.405 2.848  0.135
H 0.535 0.149 5.151  0.723
H 0.540 1.330 3.830  0.106
H 2.657 -0.781 5.883  0.470
H 5.080 -1.097 5.578  0.395
H 6.190 -0.267 3.531  0.410
H 4.866 0.927 1.813  0.462
H 2.439 1.237 2.123  0.602



## ii
Entry from OMol25: C50H41N9O3S3Ti as an isolated structure (the ωB97M-V functional and the def2-TZVPD basis).

Computed properties:
- E_LUMO (spin up / spin down) (eV) = -0.48 / -0.85
- spin multiplicity = 3
- Kohn-Sham gap (spin up / spin down) (Eh) = 0.19694 / 0.25119
- molar mass (g mol⁻¹) = 960.006

Each line ends with the Mulliken charge.
Geometry (Å):
Ti 1.217 1.327 0.266  -0.784
O 2.438 -3.428 4.703  -0.717
C 3.416 -2.935 4.102  0.302
O 4.592 -3.305 3.937  -0.732
C 3.067 -1.607 3.383  -0.914
C 1.903 -0.926 3.689  -0.425
C 1.529 0.165 2.932  1.006
N 2.238 0.550 1.856  0.716
C 3.420 -0.046 1.617  0.575
C 3.864 -1.112 2.367  -0.847
C 4.153 0.569 0.489  0.387
C 5.472 0.285 0.188  -0.694
C 6.083 0.976 -0.844  -0.842
C 5.355 1.934 -1.527  -0.972
C 4.036 2.144 -1.170  0.053
N 3.439 1.472 -0.188  1.002
C 0.412 1.083 3.269  -0.317
C -0.259 1.027 4.478  0.100
C -1.135 2.050 4.808  -0.937
C -1.310 3.085 3.913  -0.871
C -0.648 3.026 2.697  0.019
N 0.185 2.047 2.364  0.821
H 1.314 -1.294 4.519  0.529
H 4.802 -1.618 2.170  0.595
H 6.012 -0.452 0.767  0.470
H 7.116 0.778 -1.104  0.447
H 5.798 2.517 -2.324  0.502
H 3.435 2.875 -1.689  0.296
H -0.084 0.206 5.163  0.414
H -1.658 2.040 5.758  0.494
H -1.940 3.933 4.147  0.459
H -0.787 3.805 1.966  -0.021
N 0.831 5.224 -1.988  -0.472
C 1.093 3.962 -1.480  -0.013
S 1.475 3.846 0.231  -0.662
N 1.029 2.971 -2.293  -1.455
N 1.151 1.708 -1.714  2.293
C 1.591 0.743 -2.562  1.069
C 1.890 1.005 -3.990  -0.420
C 0.930 1.554 -4.842  -0.150
C 1.232 1.807 -6.170  -0.871
C 2.501 1.527 -6.669  -0.566
C 3.463 0.986 -5.829  -1.044
C 3.156 0.723 -4.499  -0.056
C 1.774 -0.536 -1.980  -0.509
C 2.123 -1.706 -2.695  -0.781
C 2.242 -2.896 -2.029  -1.287
C 1.972 -2.950 -0.650  -1.415
C 1.623 -1.786 -0.017  -0.813
N 1.546 -0.593 -0.633  1.981
H 1.235 5.984 -1.471  0.274
H 0.892 5.302 -2.991  0.230
H -0.057 1.772 -4.453  0.508
H 0.475 2.227 -6.823  0.441
H 2.739 1.735 -7.706  0.376
H 4.458 0.776 -6.204  0.403
H 3.913 0.306 -3.842  0.527
H 2.277 -1.640 -3.763  0.687
H 2.525 -3.797 -2.562  0.528
H 2.028 -3.875 -0.091  0.601
H 1.376 -1.801 1.038  0.309
N -1.910 4.763 -0.008  -0.229
C -2.331 3.713 -0.765  0.080
N -1.677 2.613 -0.973  0.525
C -2.393 1.798 -1.847  -1.284
C -1.933 0.596 -2.383  1.292
C -2.758 -0.141 -3.218  -0.665
C -4.042 0.304 -3.534  -0.991
C -4.502 1.519 -3.047  -0.367
C -3.661 2.258 -2.224  0.564
S -3.931 3.821 -1.517  -0.387
H -0.908 4.840 0.113  0.133
H -2.437 5.615 -0.059  0.241
H -0.937 0.263 -2.127  -0.424
H -2.404 -1.085 -3.617  0.453
H -4.683 -0.297 -4.171  0.405
H -5.487 1.892 -3.305  0.420
O -0.620 0.091 0.631  0.090
S -1.861 -0.153 1.480  0.210
C -3.057 -1.025 0.415  -0.817
C -2.703 -2.427 0.004  -0.347
C -1.534 -2.716 -0.703  1.407
C -1.228 -4.026 -1.046  -1.191
C -2.084 -5.063 -0.692  -0.638
C -3.255 -4.781 -0.002  -0.838
C -3.557 -3.472 0.349  -0.463
C -1.471 -1.549 2.573  0.235
C -2.660 -1.882 3.455  0.080
C -3.383 -0.892 4.127  0.043
C -4.468 -1.231 4.928  -0.965
C -4.847 -2.560 5.064  -0.465
C -4.132 -3.548 4.400  -0.860
C -3.049 -3.211 3.600  -0.345
H -3.155 -0.360 -0.441  0.180
H -3.981 -1.006 0.998  0.739
H -0.853 -1.917 -0.966  0.303
H -0.314 -4.235 -1.591  0.464
H -1.833 -6.086 -0.946  0.444
H -3.934 -5.582 0.270  0.404
H -4.471 -3.256 0.893  0.494
H -0.609 -1.233 3.158  -0.288
H -1.184 -2.397 1.952  0.365
H -3.098 0.146 4.023  0.410
H -5.020 -0.454 5.445  0.429
H -5.693 -2.823 5.687  0.393
H -4.420 -4.588 4.504  0.414
H -2.492 -3.988 3.088  0.518



Most stable: i. Least stable: ii.



## i
Entry from OMol25: a 3-piece molecular cluster, C4H16NO2 overall (the ωB97M-V functional and the def2-TZVPD basis).

Computed properties:
- E_LUMO (eV) = -2.96
- net charge = +1
- Kohn-Sham gap (Eh) = 0.41592
- molar mass (g mol⁻¹) = 110.177

Each line ends with the Mulliken charge.
Geometry (Å):
C -0.537 1.813 -1.372  -1.407
C 0.681 0.909 -1.302  -0.004
C 0.552 -0.360 -2.129  -0.408
C 1.772 -1.260 -2.023  -1.258
N 0.885 0.526 0.160  -0.192
H -0.723 2.113 -2.405  0.395
H -1.450 1.302 -1.044  0.307
H -0.354 2.705 -0.766  0.431
H 1.564 1.458 -1.611  0.340
H 0.474 -0.013 -3.163  0.361
H -0.386 -0.874 -1.906  0.332
H 1.804 -2.039 -2.774  0.371
H 1.827 -1.760 -1.052  0.317
H 2.688 -0.690 -2.148  0.340
H 1.839 0.186 0.307  0.384
H 0.181 -0.182 0.399  0.396
H 0.810 1.356 0.760  0.348
H -2.756 -0.654 5.986  0.323
H -1.812 -1.779 5.552  0.325
O -2.191 -0.934 5.260  -0.636
H -1.331 -0.863 2.443  0.282
H -2.234 -0.421 1.298  0.293
O -1.304 -0.537 1.532  -0.640



## ii
Entry from OMol25: a 3-piece molecular cluster, C4H16NO2 overall (the ωB97M-V functional and the def2-TZVPD basis).

Computed properties:
- E_LUMO (eV) = -2.79
- net charge = +1
- Kohn-Sham gap (Eh) = 0.42406
- molar mass (g mol⁻¹) = 110.177

Each line ends with the Mulliken charge.
Geometry (Å):
C 1.803 0.709 -1.452  -1.395
C 0.924 0.126 -0.337  0.617
N -0.351 1.017 -0.305  -0.234
C -1.530 0.516 0.494  -0.735
C 0.542 -1.275 -0.643  -1.639
H 1.527 0.215 -2.375  0.389
H 2.858 0.622 -1.207  0.352
H 1.561 1.767 -1.616  0.438
H 1.325 0.252 0.668  0.261
H -0.060 1.883 0.165  0.290
H -0.499 1.332 -1.267  0.406
H -1.348 0.873 1.506  0.289
H -2.431 0.978 0.123  0.359
H -1.572 -0.562 0.494  0.296
H 0.138 -1.420 -1.648  0.358
H -0.086 -1.692 0.149  0.539
H 1.439 -1.892 -0.593  0.403
H 1.277 2.154 2.381  0.307
H 0.865 3.624 2.369  0.305
O 0.872 2.828 1.822  -0.616
H -1.887 -4.378 -0.088  0.317
H -3.158 -3.861 0.749  0.322
O -2.209 -3.817 0.614  -0.631



Most stable: i. Least stable: ii.